Record 1
Computed, not measured: a structure of composition C18H33MnN3O3 at a distorted geometry, with ωB97M-V with the def2-TZVPD basis set.

Last column: Löwdin spin population.
Atoms and positions in Å:
Mn 0.0353 -0.2125 -0.2909  4.728
O 1.6698 0.9092 -0.7944  0.051
O 0.0918 -0.6075 -2.3347  0.050
O 3.1069 2.1077 -2.0089  0.005
N -2.0030 -0.9203 0.1360  0.036
N 1.6697 0.8479 -3.1574  0.003
N -0.2826 0.5697 1.7866  0.040
C -1.4390 -0.0033 -8.5319  0.000
C 0.3852 1.8746 1.9951  0.006
C -0.5044 -1.5923 -4.8733  0.005
C 2.5123 1.4391 -4.2165  0.001
C -2.0672 0.9343 -9.5456  0.000
C 2.1097 1.2620 -1.9112  0.011
C -2.6159 0.2500 0.8325  0.008
C 0.6570 -0.1118 -3.3486  0.009
C 3.4319 2.3066 -3.4227  0.001
C -1.7735 0.7058 2.0202  0.004
C -0.6491 -2.2496 -7.9793  0.000
C -2.0561 -2.1432 0.9712  0.008
C -2.6904 -1.1802 -1.1472  0.007
C -1.9427 -1.9290 -10.1097  0.000
C -1.3311 -1.4105 -8.8251  0.000
C 0.3091 -0.5035 -4.6954  0.001
C 0.3296 -0.4266 2.7062  0.010
C -1.0125 0.4934 -7.3421  0.000
H -2.5796 -0.2988 -1.7909  0.001
H -0.8336 -3.3244 -8.0496  0.000
H -1.0533 1.5695 -7.1771  0.000
H -1.5483 -1.9845 1.9274  0.000
H 1.3817 -0.1603 2.8665  0.000
H 3.2887 3.3682 -3.6378  0.000
H -3.1096 0.6677 -9.7720  0.000
H 1.9034 2.0078 -4.9225  0.000
H -1.8360 -3.0175 -10.1556  0.000
H 0.7714 0.0892 -5.4840  0.000
H -1.5147 0.9463 -10.4960  0.000
H -2.2174 -2.0390 -1.6420  0.000
H -3.6234 -0.0221 1.1947  0.001
H 0.2862 -1.4281 2.2616  0.004
H -0.7801 -2.1561 -3.9779  0.000
H -3.1052 -2.4268 1.1654  0.002
H -3.7612 -1.3890 -0.9817  0.001
H -0.1915 -0.4277 3.6763  0.002
H -1.4411 -1.5035 -10.9937  0.000
H -0.0056 2.6024 1.2746  0.001
H -2.0455 0.1279 2.9176  0.000
H 4.4779 2.0268 -3.5581  0.000
H -1.5580 -2.9602 0.4315  0.001
H -0.8802 -1.9186 -5.8325  0.000
H 0.2618 -1.9220 -7.4618  0.000
H -1.9823 1.7698 2.2169  0.000
H -0.7573 -0.1670 -6.5376  0.000
H 1.4629 1.7533 1.8382  0.000
H 0.1990 2.2421 3.0181  0.001
H -2.0621 1.9479 -9.1319  0.000
H 3.0457 0.6484 -4.7510  0.000
H -2.7055 1.0644 0.0975  0.002
H -3.0125 -1.6873 -10.2009  0.000

Properties
Relative energy (zero: lowest compared OMol25 entry of this formula, charge and spin) = 0.000 eV
HOMO level (alpha / beta) = -12.57 / -12.57 eV
Gap between HOMO and LUMO (alpha / beta) = 5.633 / 5.483 eV
E_tot = -61118.95037 eV
Net charge = +2
Spin multiplicity = 6
Molar mass = 394.4 g/mol
⟨S²⟩ = 8.7529

---

Record 2
Computed, not measured: a structure of composition C18H33NO3P2Ti at a distorted geometry, with ωB97M-V with the def2-TZVPD basis set.

Last column: Löwdin spin population.
Atoms and positions in Å:
Ti -0.7191 0.1274 -0.4574  1.081
P -0.1871 0.3334 1.9653  0.013
P -0.7309 -2.2601 0.2867  0.603
O 1.0105 0.8968 -0.9221  0.017
O 2.5591 1.9188 -2.1784  0.000
O -0.8703 -0.2044 -2.3472  0.024
N 0.9980 0.7694 -3.2568  -0.004
C -0.0356 -0.9811 -4.4728  0.000
C -0.9268 -2.0108 -4.8239  -0.015
C 2.8368 2.0596 -3.6481  0.000
C -1.1573 1.0351 -6.4063  0.045
C -1.6891 1.3882 2.0221  -0.003
C -0.3520 -0.8841 3.3056  0.008
C -0.5647 -1.7422 -6.7210  0.006
C -1.3262 0.4015 -7.6035  -0.003
C 1.5120 1.1722 -2.0559  0.003
C -1.2581 -1.0132 -7.6935  0.024
C -1.8717 -1.7646 -8.8712  0.004
C -2.4478 -2.5264 0.8749  0.078
C -0.8696 -3.1627 -1.2974  0.088
C 1.8472 1.2115 -4.3700  0.001
C -1.5864 1.1708 -8.8760  -0.001
C 1.1699 1.3992 2.4832  0.005
C -2.1982 1.3146 0.5777  -0.033
C -0.1003 -0.1148 -3.3897  -0.017
H -0.6058 -2.5797 -2.1930  0.012
H -0.2011 -1.9125 2.8994  0.010
H -3.1638 0.7935 0.4665  -0.002
H -2.9538 -3.2489 0.2066  -0.001
H -1.8623 -2.0063 -4.2888  0.000
H 0.4349 -0.6946 4.0673  0.000
H -2.9336 -1.5278 -9.0676  0.002
H -1.3487 2.3808 2.3416  -0.001
H -3.0457 -1.5924 0.9416  0.018
H -1.4065 0.5166 -5.4988  0.001
H -1.3366 -1.6318 -9.8278  0.001
H -2.3555 0.9521 2.7659  0.001
H -2.2199 2.3072 0.0929  -0.002
H 0.4464 -1.4125 -6.4845  0.000
H -0.6250 -2.8144 -6.9362  -0.001
H 2.3347 0.3462 -4.8326  0.000
H -1.8870 -3.5511 -1.4171  0.000
H 1.6995 1.7249 1.5730  0.000
H 0.7467 2.2731 3.0240  0.000
H -0.4694 -3.0640 -4.9651  -0.002
H -0.1638 -4.0030 -1.1938  0.023
H -1.7998 -2.8417 -8.6974  0.000
H -2.5890 0.9604 -9.2620  -0.001
H 3.8553 1.7132 -3.8248  0.000
H -1.3626 -0.7869 3.7547  0.000
H 1.2455 1.7409 -5.1233  0.000
H 0.8337 -0.7527 -5.0992  0.000
H 1.8618 0.8229 3.1416  0.000
H -2.3636 -2.9686 1.8825  0.017
H -1.1112 2.1268 -6.3570  0.002
H 2.7032 3.1134 -3.8917  0.000
H -0.8920 0.8445 -9.6629  -0.001
H -1.4730 2.2586 -8.7578  0.000

Properties
HOMO level (alpha / beta) = -13.11 / -13.72 eV
Gap between HOMO and LUMO (alpha / beta) = 5.183 / 5.925 eV
E_tot = -68507.22896 eV
Net charge = +2
Spin multiplicity = 3
Molar mass = 421.3 g/mol
⟨S²⟩ = 2.0377

---

Record 3
Computed, not measured: a structure of composition C18H35AgN3O7 at a distorted geometry, with ωB97M-V with the def2-TZVPD basis set.

Last column: Löwdin spin population.
Atoms and positions in Å:
Ag -0.6344 -0.4011 -0.5497  -0.001
O 6.6116 2.6660 -2.6217  0.275
O 4.7781 4.9386 -3.3143  0.038
O 0.5273 -2.5509 2.1757  0.000
O 1.2097 2.1898 4.4337  0.000
O 2.8370 0.3522 -1.2720  0.155
O 1.2684 2.4049 -1.8036  0.009
O -1.1899 -1.7624 -3.4077  0.000
N -1.7546 -3.2012 0.5585  0.000
N -3.1217 0.2385 -2.5131  0.000
N -0.8547 1.7190 2.6233  0.000
C 3.4458 1.3670 -1.7280  0.027
C -1.7486 3.9696 2.5265  0.000
C 1.8091 -2.6872 2.8345  0.000
C -0.0145 -2.3127 -4.0742  0.000
C 4.8574 1.5123 -1.9048  0.359
C 1.7453 2.1870 5.7524  0.000
C -0.3960 -3.5677 2.5720  0.000
C -0.0287 -4.9473 0.3958  0.000
C 0.2205 3.2317 4.2552  0.000
C -3.3657 -0.7922 -3.5293  0.000
C 2.4647 2.6217 -2.1303  0.002
C -1.0083 -4.2447 1.2972  0.000
C 5.3447 2.6939 -2.4208  0.011
C -0.4437 3.1166 2.7966  0.000
C 3.0679 3.7508 -2.6633  0.107
C -2.1547 -1.1899 -4.3079  0.000
C 4.4032 3.8297 -2.8389  0.000
C -4.5741 -0.1649 -4.3011  0.000
H 0.6297 4.2152 4.4863  0.000
H 2.2591 -3.5641 2.3691  0.000
H 2.6041 1.5354 5.5910  0.000
H 0.0479 -4.3381 3.2024  0.000
H 0.4531 -5.8155 0.8454  0.000
H -2.5688 3.7532 3.2110  0.000
H 2.0190 -2.7200 3.9036  0.000
H 0.5231 -2.7905 -3.2552  0.000
H -1.1205 -3.0112 3.1665  0.000
H -4.2049 0.6527 -4.9203  0.000
H -3.0430 1.0511 -3.1076  0.000
H 0.3844 3.4243 2.1581  0.000
H -2.1233 3.8841 1.5065  0.000
H -2.4768 -2.9780 1.2283  0.000
H -1.8503 -4.8455 1.6408  0.000
H 2.3844 4.5527 -2.9005  0.004
H -3.9656 0.3736 -1.9747  0.000
H 1.0943 1.6682 6.4560  0.000
H -1.5220 5.0326 2.6079  0.000
H -5.4096 0.1876 -3.6963  0.000
H -0.2217 1.2312 3.2409  0.000
H 0.8029 -4.3479 0.0251  0.000
H -2.2198 -3.7751 -0.1302  0.000
H -2.5789 -1.9463 -4.9683  0.000
H -0.5750 3.0461 4.9769  0.000
H -0.6083 -5.2551 -0.4745  0.000
H 0.5922 -1.6941 -4.7357  0.000
H -0.3870 -3.2300 -4.5301  0.000
H 5.5107 0.6737 -1.7141  0.013
H -3.7756 -1.6530 -3.0009  0.000
H 1.9615 3.1633 6.1861  0.000
H -4.9167 -0.9273 -5.0007  0.000
H -1.7011 1.6997 3.1740  0.000
H -1.7041 -0.3501 -4.8369  0.000
H 2.4059 -1.8700 2.4295  0.000

Properties
Relative energy (zero: lowest compared OMol25 entry of this formula, charge and spin) = 1.774 eV
HOMO level (alpha / beta) = -6.96 / -6.54 eV
Gap between HOMO and LUMO (alpha / beta) = 5.860 / 5.176 eV
E_tot = -42027.13643 eV
Spin multiplicity = 2
Molar mass = 513.4 g/mol
⟨S²⟩ = 0.7843

---

Record 4
Computed, not measured: a structure of composition C18H35AgN3O7 at a distorted geometry, with ωB97M-V with the def2-TZVPD basis set.

Last column: Löwdin spin population.
Atoms and positions in Å:
Ag -0.2876 -0.1222 -0.2507  0.005
O 0.1552 -0.3163 -2.5011  0.000
O 5.5602 2.8229 0.5710  0.077
O 1.2133 1.5367 -0.7450  -0.028
O 0.9463 0.1521 1.6209  0.101
O 4.7971 1.9449 3.4071  0.387
O 1.9034 -1.8263 -0.2558  0.001
O -1.1691 2.1737 0.8585  0.000
N -0.8408 -2.2947 -0.5561  0.000
N -2.2555 0.6480 -1.4496  0.000
N -1.9406 -0.5499 1.5167  0.000
C 3.4598 2.1391 -0.0532  0.082
C -3.7600 0.2957 2.9700  0.000
C 1.9188 0.9358 1.5727  0.027
C 4.0558 1.7741 2.3428  0.002
C -1.9160 1.9030 2.0411  0.000
C -1.9011 0.9596 -2.7730  0.000
C 2.1309 1.5983 0.1376  -0.009
C -2.7725 0.6651 1.7996  0.000
C 1.2846 -0.8468 -3.1037  0.000
C -0.9239 -4.3996 0.6236  0.000
C -0.1547 -3.0517 0.4032  0.000
C 3.3128 -1.8494 -0.1997  0.000
C 2.8986 1.1499 2.6287  0.344
C 4.3683 2.3241 0.9257  -0.004
C -1.1473 2.3097 -2.7400  0.000
C -1.0073 -0.0912 -3.3890  0.000
C 1.3563 -3.1736 -0.0587  0.000
C -0.7038 3.5442 0.9262  0.000
H 3.8220 -2.7350 -0.5797  0.000
H -2.5846 -1.3057 1.3320  0.000
H 2.1382 -0.9990 -2.4431  0.000
H -4.3406 -0.5924 2.7202  0.000
H -2.6734 1.5292 -1.1871  0.000
H 1.5827 -3.8040 -0.9185  0.000
H -0.6384 -2.6681 -1.4724  0.000
H -1.5873 -0.8046 2.4279  0.000
H -1.7140 -2.7826 -0.4165  0.000
H -1.9453 -4.3326 0.9982  0.000
H -1.5567 -1.0106 -3.5911  0.000
H -2.5757 2.7352 2.2866  0.000
H 1.9007 -3.6268 0.7698  0.000
H -1.2706 1.6909 2.8935  0.000
H 3.6668 2.4930 -1.0524  0.003
H -1.4816 4.2920 1.0811  0.000
H -0.4108 -5.0438 1.3377  0.000
H -4.4799 1.0715 3.2305  0.000
H -0.0721 2.1367 -2.6935  0.000
H -0.2004 3.7063 -0.0269  0.000
H -1.4517 2.9470 -1.9098  0.000
H -2.8169 0.9847 -3.3636  0.000
H 3.7090 -0.9145 -0.5960  0.000
H 3.5614 -1.8975 0.8605  0.000
H -0.0874 -2.5819 1.3844  0.000
H -0.9411 -5.0543 -0.2477  0.000
H -3.0036 -0.0277 -1.5104  0.000
H -1.2890 2.8720 -3.6629  0.000
H -0.7539 0.2399 -4.3961  0.000
H 1.0248 -1.8171 -3.5269  0.000
H 1.6461 -0.3506 -4.0043  0.000
H 2.6682 0.7348 3.5988  0.012
H 0.1221 3.6211 1.6334  0.000
H -3.3393 0.8523 0.8876  0.000
H -3.2091 0.0869 3.8870  0.000

Properties
Relative energy (zero: lowest compared OMol25 entry of this formula, charge and spin) = 0.000 eV
HOMO level (alpha / beta) = -7.35 / -7.11 eV
Gap between HOMO and LUMO (alpha / beta) = 7.230 / 5.122 eV
E_tot = -42028.91039 eV
Spin multiplicity = 2
Molar mass = 513.4 g/mol
⟨S²⟩ = 0.8037